Record 1
The following is a DFT calculation (ωB97M-V with the def2-TZVPD basis set) of C2H3BrN2S as an isolated structure at a distorted geometry.

```
9
Properties=species:S:1:pos:R:3
C -0.4469 -0.8422 -1.2093
C 1.0282 0.3373 0.5483
N -1.2105 -0.0127 -0.6536
N -0.7647 0.8204 0.2377
S 1.2133 -0.9879 -0.5978
Br -1.7628 0.8538 1.8497
H -0.7542 -1.4540 -2.0375
H 1.5583 1.2422 0.2821
H 1.1394 0.0431 1.5805
```

## Properties
Relative energy (zero: lowest compared OMol25 entry of this formula, charge and spin), kcal/mol: 60.1
LUMO level, Ha: -0.0072
Net charge: 0
Orbital gap, Eh: 0.3072


Record 2
The following is a DFT calculation (ωB97M-V with the def2-TZVPD basis set) of C26H31Cl3N4O6S2Tl as an isolated structure.

```
73
Properties=species:S:1:pos:R:3
Tl -0.0649 -0.4134 -0.5308
N -0.4684 1.4110 2.6630
C -0.3649 0.5108 3.8257
C -1.4763 -0.5371 3.8964
C -1.3928 -1.5768 2.7600
O -1.5277 -2.7673 3.0427
O -1.1397 -1.0892 1.6074
H -1.3150 1.9700 2.7442
H -0.6844 0.7874 1.8811
H -0.3439 1.1199 4.7341
H 0.5956 -0.0083 3.7645
H -2.4492 -0.0352 3.8452
H -1.4275 -1.0798 4.8415
Cl 3.2271 -1.1222 -3.1466
C 3.6415 -0.4691 -1.5467
Cl 3.1335 1.2240 -1.3803
H 4.7189 -0.5073 -1.4447
H 3.1150 -1.0440 -0.7866
C -1.4916 2.5141 -2.9924
S -1.7543 0.9725 -3.8741
C -0.0206 0.6275 -4.2131
O -2.2042 -0.0251 -2.8599
H -0.9894 3.2225 -3.6516
H -0.8944 2.3195 -2.1014
H -2.4691 2.8998 -2.7093
H 0.3167 1.2753 -5.0223
H 0.0306 -0.4146 -4.5239
H 0.5857 0.7753 -3.3205
S -0.1807 4.2593 0.2939
C 1.2923 4.1572 1.1077
N 1.5377 3.1525 1.9925
C 2.7012 2.9994 2.6529
C 3.7413 3.8604 2.4825
C 3.5483 4.9314 1.5836
C 2.3675 5.0769 0.9200
H 0.7463 2.4526 2.2297
H 2.7454 2.1428 3.3128
H 4.6708 3.7148 3.0109
H 4.3478 5.6435 1.4185
H 2.2005 5.8881 0.2266
C 3.9260 -6.1849 2.5480
C 4.1979 -5.6503 1.1699
C 5.4691 -5.7218 0.6109
C 5.7067 -5.2044 -0.6495
Cl 7.3198 -5.3020 -1.3214
C 4.6941 -4.6210 -1.3888
C 3.4198 -4.5556 -0.8460
C 3.1744 -5.0559 0.4279
O 1.9162 -5.0210 0.9653
C 1.5596 -3.7687 1.5683
C 1.4561 -2.6120 0.5744
O 0.8262 -2.8091 -0.4967
O 1.9816 -1.5193 0.9103
H 4.6823 -6.9153 2.8355
H 2.9419 -6.6472 2.5958
H 3.9364 -5.3790 3.2854
H 6.2784 -6.1821 1.1638
H 4.8933 -4.2295 -2.3772
H 2.6002 -4.1186 -1.4004
H 2.2865 -3.5093 2.3425
H 0.5779 -3.9089 2.0204
N -8.0173 1.2928 -1.4213
C -6.9243 1.2487 -1.0699
C -5.5544 1.1992 -0.6221
C -4.9568 -0.0139 -0.3117
C -3.6360 -0.0011 0.1132
N -2.9225 1.1140 0.2281
C -3.5062 2.2717 -0.0675
C -4.8199 2.3738 -0.4957
H -5.5002 -0.9432 -0.4038
H -3.1219 -0.9191 0.3776
H -2.8891 3.1576 0.0391
H -5.2608 3.3336 -0.7260
```

## Properties
Relative energy (zero: lowest compared OMol25 entry of this formula, charge and spin), kcal/mol: 9.2
LUMO level, Ha: 0.0777
Net charge: -1
Orbital gap, Eh: 0.2841


Record 3
The following is a DFT calculation (ωB97M-V with the def2-TZVPD basis set) of HO3PdS as an isolated structure at a distorted geometry.

```
6
Properties=species:S:1:pos:R:3
S -0.8609 -0.6796 0.2470
O -1.9242 0.2818 0.1673
O 0.5018 -0.0462 0.4024
Pd 1.3782 0.7084 -0.7070
O -0.7900 -1.7594 -0.7159
H 1.6951 1.4950 0.6063
```

## Properties
LUMO level (spin up / spin down), Ha: -0.2851 / -0.3633
Spin multiplicity: 3
Net charge: +1
Expectation value of S²: 2.011
Orbital gap (spin up / spin down), Eh: 0.2723 / 0.2599


Record 4
The following is a DFT calculation (ωB97M-V with the def2-TZVPD basis set) of a 3-piece molecular cluster, C4H14NO2 overall at a distorted geometry.

```
21
Properties=species:S:1:pos:R:3
C 1.2188 -0.1945 0.6151
C 0.7079 -0.4194 2.0162
C 0.5909 -1.8934 2.3543
C 0.5300 -2.3246 3.6043
N 0.1642 -0.5174 -0.3837
H 1.5663 0.8312 0.4434
H 2.1332 -0.7437 0.4266
H 1.3531 0.0945 2.7337
H -0.2301 0.1256 2.1940
H 0.7369 -2.6318 1.5609
H 0.5294 -3.3772 3.8748
H 0.3660 -1.6627 4.4612
H -0.4153 -1.2678 -0.0121
H -0.4394 0.2953 -0.5515
H 0.5219 -0.7750 -1.3067
H -1.5497 3.8098 -3.6586
H -3.0513 3.9732 -3.1721
O -2.2925 3.3898 -3.1977
H -0.2544 1.2913 -3.5624
H -0.8019 -0.0655 -3.1091
O -0.1823 0.6340 -2.8623
```

## Properties
Relative energy (zero: lowest compared OMol25 entry of this formula, charge and spin), kcal/mol: 38.6
LUMO level, Ha: -0.1182
Net charge: +1
Orbital gap, Eh: 0.3733


Record 5
The following is a DFT calculation (ωB97M-V with the def2-TZVPD basis set) of C37H87HgN4O7S3 as an isolated structure at a distorted geometry.

```
139
Properties=species:S:1:pos:R:3
Hg -4.3244 2.4358 6.7025
C -1.1846 -0.3988 1.8648
O -1.8537 -0.1159 3.0824
H -0.3283 -1.0703 1.8021
H -1.9217 -0.7733 1.1544
H -0.7786 0.5388 1.4853
C 4.2738 -11.5747 -2.0880
C 3.6409 -10.4878 -2.9033
N 2.4796 -9.8326 -2.3216
C 1.6278 -9.1515 -3.2262
C 2.1556 -7.8024 -3.8091
C 2.7713 -9.0839 -1.1338
C 1.6977 -8.2064 -0.4853
H 5.0938 -12.0970 -2.5810
H 3.5756 -12.2167 -1.5509
H 4.7310 -10.9888 -1.2907
H 4.3767 -9.6916 -3.0164
H 3.3780 -10.8301 -3.9042
H 1.3605 -9.8190 -4.0454
H 0.6168 -9.0762 -2.8256
H 2.5143 -7.1194 -3.0391
H 3.0218 -7.9945 -4.4422
H 1.4637 -7.1199 -4.3025
H 3.5708 -8.3752 -1.3501
H 3.0885 -9.7452 -0.3276
H 1.3284 -7.4007 -1.1198
H 2.0823 -7.7659 0.4346
H 0.8402 -8.7827 -0.1378
C -1.3065 6.1688 4.8355
C -0.3114 5.7263 5.8702
N -0.9477 5.3280 7.1619
C 0.1893 4.8164 8.0097
C 0.6822 3.4255 7.5610
C -1.5365 6.5246 7.7413
C -1.9159 6.3208 9.1901
H -1.7329 7.1495 5.0463
H -2.0983 5.4759 4.5507
H -0.6370 6.3450 3.9936
H 0.2612 4.8803 5.4900
H 0.3299 6.5651 6.1406
H 1.0127 5.5262 7.9309
H -0.0873 4.7575 9.0624
H -0.0783 2.6480 7.4888
H 1.2433 3.3738 6.6279
H 1.3755 2.9748 8.2712
H -2.4381 6.8163 7.2026
H -0.9282 7.4263 7.6707
H -1.1069 6.1501 9.9004
H -2.7212 5.6228 9.4193
H -2.3604 7.2563 9.5297
C 7.2041 6.5036 -4.1082
C 6.9705 7.0388 -2.6882
N 7.3578 6.1050 -1.6852
C 6.3545 5.1071 -1.3803
C 5.1535 5.6109 -0.5786
C 7.9805 6.8092 -0.5707
C 8.2044 5.8479 0.6393
H 6.7399 7.2834 -4.7120
H 6.6561 5.5809 -4.2986
H 8.2877 6.4336 -4.2039
H 7.5048 7.9719 -2.5091
H 5.9252 7.3359 -2.6037
H 5.8192 4.7005 -2.2383
H 6.9383 4.2762 -0.9842
H 4.5367 6.2479 -1.2125
H 4.5410 4.8596 -0.0801
H 5.5205 6.2679 0.2099
H 7.4269 7.7051 -0.2895
H 8.9480 7.2214 -0.8575
H 7.3276 5.4694 1.1646
H 8.6917 6.4437 1.4111
H 8.6994 4.9138 0.3737
C -2.2921 -0.2027 -6.6925
C -2.0233 0.8921 -7.7201
N -3.2023 0.7270 -8.6482
C -2.9406 -0.1379 -9.8094
C -2.1197 0.5509 -10.9016
C -3.8872 1.9812 -8.8192
C -5.2050 1.8060 -9.5926
H -1.5005 -0.4210 -5.9758
H -2.5418 -1.1535 -7.1634
H -3.1882 -0.0687 -6.0865
H -1.9332 1.8468 -7.2019
H -1.1328 0.6235 -8.2884
H -2.4117 -1.0162 -9.4395
H -3.8031 -0.4692 -10.3877
H -2.8266 1.2658 -11.3227
H -1.2572 1.0790 -10.4948
H -1.8237 -0.1194 -11.7086
H -3.2658 2.7739 -9.2360
H -4.1985 2.3179 -7.8303
H -5.0484 1.7015 -10.6662
H -5.8232 2.6940 -9.4612
H -5.7592 0.9347 -9.2434
C -7.1518 -5.9879 7.1439
C -7.5330 -6.1294 5.6146
C -7.4478 -4.7690 4.9369
S -8.0381 -3.5797 6.2197
O -9.4563 -3.4495 6.2272
O -7.2859 -2.3246 6.1433
C -7.6362 -4.6475 7.7636
H -6.0695 -5.8879 7.2263
H -7.4325 -6.9364 7.6017
H -8.5982 -6.3604 5.6153
H -7.0600 -6.9777 5.1197
H -7.9767 -4.6955 3.9866
H -6.4277 -4.4661 4.7011
H -8.4892 -4.8074 8.4230
H -6.8764 -4.1022 8.3235
C 6.8275 -2.9600 0.1147
C 6.8240 -2.5567 1.6106
C 7.8386 -3.3583 2.4013
S 8.6930 -4.5037 1.2176
O 8.0125 -5.7939 1.3005
O 10.0781 -4.3958 1.5409
C 8.1118 -3.5128 -0.2252
H 6.7877 -2.0682 -0.5107
H 6.0296 -3.6287 -0.2084
H 5.8718 -2.7064 2.1195
H 6.9401 -1.4950 1.8284
H 7.4058 -3.9687 3.1939
H 8.6168 -2.7404 2.8493
H 8.2735 -4.2208 -1.0380
H 8.8032 -2.6706 -0.2517
C -7.5230 2.9227 -1.6050
C -8.1069 4.3778 -1.6956
C -8.0558 5.0562 -0.3138
S -8.3666 3.7670 0.9355
O -9.6814 3.9502 1.5244
O -7.2284 3.7748 1.8200
C -8.1460 2.3396 -0.2589
H -6.4360 2.9795 -1.5477
H -7.6296 2.2653 -2.4679
H -9.1678 4.2958 -1.9317
H -7.5652 4.9946 -2.4128
H -8.6774 5.9416 -0.1804
H -7.0799 5.4510 -0.0312
H -9.1569 1.9897 -0.4684
H -7.6023 1.5228 0.2158
```

## Properties
LUMO level, Ha: -0.3157
Net charge: +1
Orbital gap, Eh: 0.0407


Record 6
The following is a DFT calculation (ωB97M-V with the def2-TZVPD basis set) of a 2-piece molecular cluster, C2H11N2 overall at a distorted geometry.

```
15
Properties=species:S:1:pos:R:3
N 1.4239 -1.2925 -0.7886
H 2.2874 -1.0040 -1.2240
H -1.0402 0.9459 -0.9576
H 1.0700 -1.9441 -1.4702
H 1.7726 -1.7947 0.0127
C 0.1650 1.5504 0.5877
N -0.4554 0.5003 -0.2585
C -1.3353 -0.4366 0.4687
H -0.6345 1.9316 1.2358
H 0.9254 1.2396 1.2924
H 0.3795 2.3792 -0.0810
H 0.2844 -0.1187 -0.7973
H -2.1830 0.0929 0.9168
H -0.8541 -0.9330 1.3026
H -1.8056 -1.1163 -0.2396
```

## Properties
Relative energy (zero: lowest compared OMol25 entry of this formula, charge and spin), kcal/mol: 15.2
LUMO level, Ha: -0.1139
Net charge: +1
Orbital gap, Eh: 0.4642